Entry 1:
22
Properties=species:S:1:pos:R:3 method="wB97M-V/def2-TZVPD" lumo_ev=-3.12 charge=+1 spin_multiplicity=1 smiles=CS[C@]([NH3+])(O)C(C)C
C 1.07 0.47 0.77
H 1.55 1.38 -1.28
C 1.42 1.62 -0.14
H -0.55 0.07 -1.95
H 1.83 -1.61 0.55
C 2.14 -0.62 0.56
H 0.94 -0.49 -1.30
C -3.29 -0.13 0.01
H -0.42 -1.36 1.70
H -3.35 -0.35 -1.02
H 2.75 -0.37 -0.40
H -0.53 -1.42 -1.43
H 0.69 0.83 1.67
H 0.65 2.35 0.03
O -0.66 -1.34 0.81
H -3.03 -1.11 0.31
H 2.66 -0.52 1.49
C -0.40 -0.21 0.10
N -0.04 -0.59 -1.38
H 2.35 1.90 0.25
H -3.97 0.57 0.37
S -1.80 0.93 0.27



Entry 2:
21
Properties=species:S:1:pos:R:3 method="wB97M-V/def2-TZVPD" lumo_ev=-4.99 charge=+1 spin_multiplicity=1
H -1.33 -2.30 0.77
H -0.37 1.99 0.12
C 1.53 0.70 -0.71
H -0.32 -0.39 -2.55
N 0.23 0.11 -0.49
C 0.13 -0.63 0.77
H 0.99 -1.20 0.97
H -0.69 1.69 -1.48
C -1.10 -1.29 1.25
H -1.93 -0.63 1.56
H -0.68 -1.48 2.22
S 0.69 1.17 2.45
H 1.77 1.52 0.09
H -0.69 -1.63 -1.38
H 2.28 -0.05 -0.73
H 0.90 -1.58 -1.79
H -0.55 1.56 2.78
C -0.71 1.20 -0.48
H 1.52 1.25 -1.62
C -0.01 -0.90 -1.64
H -1.65 0.87 -0.13



Entry 3:
21
Properties=species:S:1:pos:R:3 method="wB97M-V/def2-TZVPD" lumo_ev=-3.27 charge=+1 spin_multiplicity=1
H 2.11 -0.52 0.90
C -0.83 1.90 0.78
H 0.95 -4.01 -0.46
H -1.09 3.54 -1.21
C 1.82 -1.27 0.17
H 1.71 -0.78 -0.80
H 0.19 1.17 2.44
C -0.85 2.55 -1.58
H 0.06 2.63 -2.17
H -0.39 0.55 -0.75
H -1.44 0.85 2.49
H -0.80 -3.87 -0.34
H 0.06 -2.88 -1.52
H -0.42 -0.03 1.49
S 0.27 -2.03 0.71
H -1.13 2.87 1.15
N -0.62 0.91 1.87
C 0.11 -3.32 -0.54
C -0.66 1.57 -0.48
H 2.58 -2.04 0.11
H -1.65 2.22 -2.25



Entry 4:
22
Properties=species:S:1:pos:R:3 method="wB97M-V/def2-TZVPD" lumo_ev=-3.55 charge=+1 spin_multiplicity=1 smiles=CCSSC[C@@H](C)[NH3+]
H -1.39 -2.50 -0.76
H -2.55 -1.86 -1.81
C 0.71 1.55 2.92
H 2.79 1.76 2.34
H 0.11 -0.39 -3.53
H 1.20 -0.64 -2.25
H 0.58 0.65 3.52
H 0.08 1.15 -0.60
H -0.26 1.76 2.44
H -1.75 -0.02 -2.32
C 0.19 -0.99 -2.59
H -1.23 0.75 0.19
C 1.85 1.43 1.92
C -0.47 0.21 -0.40
C -0.94 -0.50 -1.70
H 1.06 2.26 3.70
S 0.25 -1.08 0.68
N -1.82 -1.65 -1.13
H -2.37 -1.23 -0.35
S 2.00 -0.47 1.45
H 1.59 1.86 0.96
H 0.35 -2.06 -2.66



Entry 5:
20
Properties=species:S:1:pos:R:3 method="wB97M-V/def2-TZVPD" lumo_ev=0.96 spin_multiplicity=1 smiles=CCC.CCO
H 0.02 1.19 -0.74
H -0.34 -1.62 -2.16
H 0.18 2.91 -0.51
H 2.18 0.37 1.10
H 0.46 -1.30 0.34
H -0.72 -3.30 -2.15
H 2.56 1.79 2.03
H 0.04 0.46 1.50
C 0.48 1.54 1.39
H -1.95 -2.47 0.11
C 1.94 1.43 1.19
H -1.21 2.20 -0.12
H -1.69 -0.85 -0.37
C -0.17 1.95 -0.03
O -0.04 -2.11 0.37
H 2.39 1.99 0.41
H -2.01 -2.26 -2.33
C -1.24 -1.87 -0.39
C -1.05 -2.30 -1.77
H 0.15 2.25 2.13



Entry 6:
20
Properties=species:S:1:pos:R:3 method="wB97M-V/def2-TZVPD" lumo_ev=0.96 spin_multiplicity=1 smiles=CC(C)O.CC
H -1.87 -2.25 0.09
C -1.31 -2.59 0.96
H -1.80 -3.46 1.27
H 0.89 3.59 -0.72
C -1.35 -1.52 2.10
H -1.96 -1.86 2.94
C 0.09 0.50 -0.35
C 1.06 1.59 -0.66
H -0.37 -1.15 2.41
H 1.84 1.69 0.10
H -0.38 0.12 -1.26
H 1.01 1.05 -2.76
C 1.74 1.40 -2.02
O 0.30 2.82 -0.68
H -1.93 -0.72 1.66
H -0.28 -2.74 0.65
H 2.50 0.63 -1.90
H 0.42 -0.25 0.35
H -0.79 0.83 0.23
H 2.19 2.31 -2.41



Calculated Kohn-Sham gap in order - 9.99; 8.23; 9.25; 7.98; 11.38; 11.11 eV
Calculated max |F| in order - 7.1; 3.5; 0.4; 2.8; 4.2; 1.7 eV/A
Calculated total energy in order - -726.74553; -651.48028; -651.58005; -1049.73995; -274.07496; -274.10799 Eh